# 1
Formula: C45H58AuBCl3F3GeN6Sb
Source: the OMol25 dataset
Level of theory: the ωB97M-V functional and the def2-TZVPD basis

Geometry as XYZ:
```
119
Properties=species:S:1:pos:R:3
Au -0.587 0.818 1.392
C -1.422 4.062 2.482
C -0.378 4.821 1.676
C -1.008 5.984 0.914
C 0.491 3.973 0.804
C 1.498 4.453 -0.044
C 2.277 3.363 -0.396
C 3.472 3.550 -1.281
C 4.783 3.636 -0.492
C 3.563 2.566 -2.437
N 1.737 2.264 0.198
N 0.659 2.660 0.906
B 2.381 0.884 0.571
N 2.229 0.708 2.119
N 1.006 0.781 2.690
C 1.067 0.435 3.974
C 2.402 0.142 4.251
C 3.109 0.325 3.064
C 4.576 0.058 2.964
C 4.820 -1.296 2.291
C 5.410 1.158 2.312
C -0.055 0.426 4.967
C -1.467 0.397 4.386
C 0.092 1.629 5.910
N 1.731 -0.423 -0.036
N 0.685 -0.927 0.661
C 0.541 -2.225 0.416
C 1.498 -2.575 -0.538
C 2.242 -1.429 -0.793
C 3.257 -1.391 -1.900
C 4.671 -0.934 -1.542
C 2.633 -0.618 -3.073
C -0.414 -3.092 1.177
C -0.225 -4.583 0.898
C -0.238 -2.836 2.678
H -1.892 4.747 3.182
H -0.970 3.248 3.040
H -2.193 3.658 1.822
H 0.332 5.261 2.396
H -1.720 5.615 0.167
H -0.259 6.576 0.394
H -1.539 6.634 1.604
H 1.682 5.470 -0.319
H 3.324 4.543 -1.723
H 5.048 2.687 -0.039
H 4.714 4.389 0.290
H 5.580 3.928 -1.171
H 3.679 1.556 -2.073
H 4.427 2.809 -3.049
H 2.673 2.627 -3.058
H 3.510 0.927 0.273
H 2.811 -0.182 5.186
H 4.913 -0.022 4.004
H 4.356 -1.323 1.308
H 4.413 -2.104 2.893
H 5.890 -1.450 2.192
H 5.424 1.055 1.233
H 6.435 1.072 2.661
H 5.040 2.146 2.576
H 0.077 -0.482 5.567
H -1.746 1.359 3.963
H -2.169 0.172 5.185
H -1.580 -0.371 3.623
H -0.106 2.558 5.380
H 1.090 1.668 6.334
H -0.622 1.549 6.724
H 1.654 -3.542 -0.974
H 3.369 -2.434 -2.222
H 4.701 0.073 -1.142
H 5.288 -0.957 -2.437
H 5.110 -1.611 -0.813
H 2.132 0.277 -2.718
H 1.897 -1.239 -3.579
H 3.399 -0.343 -3.793
H -1.443 -2.813 0.892
H 0.789 -4.906 1.122
H -0.458 -4.832 -0.132
H -0.899 -5.148 1.536
H 0.743 -3.169 3.015
H -0.996 -3.383 3.232
H -0.335 -1.777 2.898
Cl -2.461 0.854 -0.059
Ge -2.607 3.293 -0.998
Cl -1.316 2.986 -2.734
Cl -4.610 3.282 -1.815
F -7.518 -2.970 1.761
C -6.464 -2.681 1.003
C -5.302 -2.237 1.613
C -4.217 -1.921 0.817
C -4.306 -2.056 -0.557
C -5.466 -2.514 -1.159
C -6.559 -2.825 -0.371
Sb -2.614 -1.589 -1.833
C -3.416 -0.227 -3.283
C -4.687 0.317 -3.171
C -5.167 1.136 -4.177
C -4.351 1.425 -5.262
F -4.804 2.231 -6.218
C -3.075 0.893 -5.379
C -2.610 0.064 -4.376
C -2.334 -3.354 -3.122
C -3.247 -3.607 -4.133
C -3.124 -4.764 -4.884
C -2.077 -5.635 -4.616
F -1.962 -6.749 -5.333
C -1.140 -5.373 -3.629
C -1.276 -4.215 -2.885
H -5.259 -2.141 2.686
H -3.307 -1.561 1.276
H -5.531 -2.624 -2.232
H -7.480 -3.169 -0.811
H -5.309 0.098 -2.313
H -6.162 1.550 -4.135
H -2.471 1.127 -6.241
H -1.617 -0.359 -4.451
H -4.054 -2.919 -4.348
H -3.827 -4.995 -5.670
H -0.331 -6.067 -3.460
H -0.548 -3.986 -2.123
```

Values from the calculation:
highest occupied orbital energy (spin up / spin down) = -0.49003 / -0.48986 Ha
spin multiplicity = 2
charge = +2
frontier orbital gap (spin up / spin down) = 3.3 / 3.3 eV
largest force on an atom = 0.049 hartree/bohr

***

# 2
Formula: C45H58DyN4O4P2S2
Source: the OMol25 dataset
Level of theory: the ωB97M-V functional and the def2-TZVPD basis

Geometry as XYZ:
```
116
Properties=species:S:1:pos:R:3
Dy -0.069 -0.070 0.555
O -0.789 -1.738 2.346
C -2.145 -2.064 2.668
C -3.099 -1.367 1.729
C -4.463 -1.628 1.825
C -5.332 -0.977 0.969
C -4.803 -0.094 0.034
C -3.433 0.089 -0.001
N -2.581 -0.522 0.832
H -0.236 -2.370 2.826
H -2.367 -1.763 3.701
H -2.316 -3.145 2.586
H -4.828 -2.327 2.561
H -6.395 -1.157 1.028
H -5.449 0.441 -0.643
H -2.981 0.758 -0.722
C 2.475 -1.342 3.625
P 1.702 0.169 2.895
C 3.138 1.327 2.962
C 0.778 0.809 4.348
C 1.324 0.706 5.624
C 0.633 1.157 6.733
C -0.636 1.692 6.577
C -1.174 1.840 5.311
C -0.469 1.425 4.183
P -1.033 1.881 2.494
C -2.843 2.149 2.702
C -0.482 3.643 2.562
H 3.178 -1.076 4.414
H 3.019 -1.892 2.860
H 1.706 -1.991 4.047
H 3.522 1.370 3.979
H 2.823 2.328 2.675
H 3.927 0.994 2.292
H 2.307 0.287 5.767
H 1.081 1.087 7.711
H -1.195 2.016 7.440
H -2.149 2.290 5.208
H -3.040 3.007 3.345
H -3.311 1.260 3.124
H -3.283 2.343 1.723
H -0.655 4.026 3.567
H -1.053 4.236 1.852
H 0.576 3.729 2.327
N 2.090 1.177 -0.360
H 2.011 1.402 -1.354
H 2.925 0.591 -0.266
H 2.318 2.056 0.104
C -2.440 -4.145 -2.788
N -1.645 -3.351 -1.869
C -1.672 -3.851 -0.507
C -0.993 -2.199 -2.130
O -0.691 -1.430 -1.169
N -0.645 -1.847 -3.384
C -0.080 -0.530 -3.592
C -0.570 -2.691 -4.565
H -3.332 -4.480 -2.256
H -1.906 -5.037 -3.122
H -2.761 -3.562 -3.645
H -1.191 -4.834 -0.469
H -2.706 -3.961 -0.169
H -1.133 -3.161 0.144
H 1.007 -0.593 -3.688
H -0.321 0.110 -2.742
H -0.488 -0.113 -4.512
H -0.492 -3.742 -4.312
H 0.329 -2.418 -5.120
H -1.419 -2.523 -5.230
O -0.652 1.701 -0.864
S -0.879 3.205 -0.737
C -2.583 3.501 -1.275
C -3.300 4.528 -0.683
C -4.556 4.851 -1.176
C -5.087 4.130 -2.235
C -4.374 3.082 -2.798
C -3.110 2.771 -2.327
C -0.195 4.001 -2.214
C 0.067 3.315 -3.385
C 0.499 4.021 -4.497
C 0.643 5.398 -4.433
C 0.378 6.078 -3.254
C -0.032 5.377 -2.133
H -2.885 5.085 0.144
H -5.112 5.665 -0.737
H -6.061 4.388 -2.621
H -4.795 2.517 -3.616
H -2.533 1.973 -2.773
H -0.057 2.244 -3.433
H 0.706 3.499 -5.420
H 0.962 5.942 -5.307
H 0.474 7.152 -3.211
H -0.236 5.897 -1.209
O 1.584 -1.669 0.344
S 2.056 -2.349 -0.935
C 2.762 -3.927 -0.395
C 3.420 -4.729 -1.314
C 3.972 -5.926 -0.888
C 3.866 -6.310 0.442
C 3.198 -5.502 1.350
C 2.633 -4.311 0.926
C 3.659 -1.579 -1.282
C 4.523 -1.258 -0.245
C 5.764 -0.725 -0.543
C 6.125 -0.496 -1.863
C 5.240 -0.777 -2.892
C 4.004 -1.330 -2.600
H 3.514 -4.417 -2.343
H 4.496 -6.549 -1.597
H 4.296 -7.246 0.763
H 3.123 -5.791 2.387
H 2.101 -3.661 1.603
H 4.217 -1.434 0.777
H 6.459 -0.497 0.248
H 7.101 -0.098 -2.085
H 5.518 -0.576 -3.914
H 3.310 -1.570 -3.389
```

Values from the calculation:
highest occupied orbital energy (spin up / spin down) = -0.57946 / -0.57947 Ha
spin multiplicity = 6
charge = +3
frontier orbital gap (spin up / spin down) = 9.3 / 9.3 eV
largest force on an atom = 0.032 hartree/bohr

***

# 3
Formula: C45H59As2MnN2O
Source: the OMol25 dataset
Level of theory: the ωB97M-V functional and the def2-TZVPD basis

Geometry as XYZ:
```
110
Properties=species:S:1:pos:R:3
Mn 1.089 -1.781 -1.075
C 4.070 -1.527 -0.753
C 3.752 -1.836 -2.236
C 2.692 -2.872 -2.446
C 3.642 -0.614 -3.115
C 4.717 -0.339 -3.962
C 4.636 0.723 -4.823
C 3.471 1.475 -4.920
C 2.415 1.290 -4.074
C 1.234 2.113 -4.358
C 1.378 3.434 -3.565
C -0.223 1.546 -4.292
C 2.527 0.244 -3.101
N 1.546 -0.049 -2.074
C 0.736 0.710 -1.438
C -1.069 0.739 0.102
C -2.122 1.188 -0.834
C -3.283 0.652 -0.384
C -2.875 -0.259 0.789
N -1.586 -0.107 1.076
C -3.835 -0.964 1.735
C -4.730 0.213 2.170
C -4.644 -1.962 0.929
C -3.123 -1.583 2.926
H 4.640 -2.259 -0.295
H 3.261 -1.105 -0.079
H 4.622 -0.579 -0.859
H 4.670 -2.401 -2.484
H 1.743 -2.627 -2.932
H 2.518 -3.418 -1.451
H 2.859 -3.707 -2.997
H 5.658 -0.897 -3.795
H 5.506 0.956 -5.474
H 3.415 2.266 -5.639
H 1.390 2.373 -5.420
H 1.443 3.383 -2.523
H 0.536 4.114 -3.855
H 2.298 3.988 -3.909
H -0.316 0.637 -4.883
H -0.864 2.315 -4.674
H -0.647 1.188 -3.322
H 0.570 1.748 -1.685
H -1.984 1.860 -1.706
H -4.278 0.771 -0.758
H -5.339 0.535 1.338
H -4.095 1.055 2.545
H -5.382 -0.169 2.960
H -5.319 -1.520 0.214
H -5.241 -2.627 1.631
H -3.990 -2.631 0.376
H -2.499 -0.830 3.472
H -2.357 -2.253 2.492
H -3.806 -2.129 3.597
O 0.050 0.022 -0.488
As -0.367 2.273 1.340
C 1.181 1.466 2.104
C 1.220 0.285 2.816
C 2.413 -0.134 3.342
C 3.591 0.485 3.030
C 3.624 1.601 2.232
C 2.374 2.105 1.718
C -1.757 2.695 2.618
C -2.678 3.645 2.186
C -3.775 4.038 3.010
C -3.833 3.413 4.254
C -2.942 2.440 4.640
C -1.921 2.079 3.825
C 0.122 3.869 0.457
C -0.431 4.221 -0.743
C -0.285 5.544 -1.220
C 0.428 6.473 -0.506
C 0.873 6.126 0.764
C 0.728 4.832 1.224
H 0.262 -0.200 2.981
H 2.453 -1.057 3.965
H 4.544 0.123 3.340
H 4.553 2.103 1.940
H 2.445 2.990 1.136
H -2.652 4.160 1.237
H -4.372 4.916 2.862
H -4.597 3.731 4.915
H -2.922 2.125 5.694
H -1.233 1.333 4.268
H -1.074 3.582 -1.313
H -0.745 5.754 -2.176
H 0.482 7.448 -0.876
H 1.288 6.912 1.419
H 1.101 4.627 2.208
C 0.399 -5.429 -2.072
C 0.882 -5.368 -0.617
As 0.272 -3.724 0.148
C -1.705 -3.799 -0.110
C -2.515 -5.037 0.378
C 0.835 -3.742 2.059
C 0.290 -4.864 2.902
H 0.320 -6.484 -2.322
H 1.022 -4.945 -2.794
H -0.634 -5.142 -2.050
H 1.947 -5.472 -0.473
H 0.479 -6.182 0.000
H -1.964 -3.590 -1.125
H -1.976 -2.958 0.553
H -2.246 -5.793 -0.342
H -3.561 -4.762 0.516
H -2.129 -5.305 1.330
H 0.584 -2.701 2.370
H 1.898 -3.671 2.022
H -0.738 -4.591 3.168
H 0.751 -5.198 3.828
H 0.220 -5.740 2.260
```

Values from the calculation:
highest occupied orbital energy (spin up / spin down) = -0.59519 / -0.59533 Ha
spin multiplicity = 4
charge = +3
frontier orbital gap (spin up / spin down) = 7.2 / 7.6 eV
largest force on an atom = 0.079 hartree/bohr

***

# 4
Formula: C45H59N10O8S2Sr
Source: the OMol25 dataset
Level of theory: the ωB97M-V functional and the def2-TZVPD basis

Geometry as XYZ:
```
125
Properties=species:S:1:pos:R:3
Sr -0.550 -0.453 1.138
C 1.540 3.783 2.810
C 1.379 2.893 1.571
C 2.397 3.399 0.536
C 2.106 3.401 -0.979
C 3.441 3.709 -1.659
C 1.115 4.516 -1.328
N 1.610 2.064 -1.408
C 1.335 1.932 -2.842
C 0.601 0.640 -3.179
N 1.217 -0.564 -2.644
C 0.287 -1.686 -2.484
C 0.640 -2.533 -1.249
O 0.705 -3.749 -1.308
O 0.871 -1.802 -0.220
C 2.507 -0.928 -3.236
C 2.391 -1.641 -4.589
C 3.350 -1.784 -2.283
C 4.078 -1.119 -1.095
C 4.708 -2.241 -0.267
C 5.144 -0.159 -1.619
N 3.085 -0.354 -0.220
C 3.696 0.333 0.951
C 2.779 0.806 2.100
N 1.452 1.416 1.885
C 0.735 1.166 3.177
C -0.758 1.640 3.302
O -1.026 2.312 4.294
O -1.535 1.227 2.401
H 1.463 4.824 2.495
H 2.526 3.658 3.262
H 0.786 3.605 3.569
H 0.365 3.025 1.179
H 3.350 2.913 0.711
H 2.588 4.447 0.789
H 3.832 4.655 -1.284
H 3.345 3.807 -2.737
H 4.174 2.937 -1.444
H 1.345 5.421 -0.769
H 0.097 4.220 -1.092
H 1.153 4.770 -2.386
H 2.614 0.396 -0.801
H 0.737 1.874 -0.905
H 2.285 1.990 -3.381
H 0.719 2.752 -3.224
H 0.472 0.613 -4.281
H -0.400 0.699 -2.746
H 0.223 -2.338 -3.367
H -0.702 -1.257 -2.312
H 3.043 0.006 -3.415
H 2.113 -2.686 -4.470
H 3.340 -1.612 -5.123
H 1.639 -1.166 -5.216
H 4.165 -2.231 -2.865
H 2.771 -2.635 -1.927
H 5.104 -2.995 -0.948
H 3.968 -2.719 0.374
H 5.535 -1.894 0.350
H 5.812 -0.717 -2.272
H 5.755 0.269 -0.829
H 4.712 0.654 -2.192
H 2.292 -1.031 0.015
H 4.296 1.136 0.531
H 4.378 -0.376 1.413
H 3.419 1.436 2.742
H 2.586 -0.097 2.692
H 1.294 1.593 4.018
H 0.721 0.087 3.339
C -12.157 6.853 -2.458
O -11.981 5.558 -2.983
C -10.775 4.944 -2.771
C -9.711 5.530 -2.091
C -8.527 4.827 -1.925
C -8.405 3.547 -2.437
C -9.468 2.965 -3.117
C -10.651 3.653 -3.287
N -7.227 2.733 -2.308
N -6.308 3.315 -1.676
C -5.111 2.575 -1.492
C -4.943 1.265 -1.900
C -3.766 0.576 -1.635
C -2.678 1.181 -0.966
O -1.625 0.505 -0.685
C -2.844 2.570 -0.574
N -1.812 3.155 0.085
C -1.989 4.346 0.589
C -3.185 5.082 0.451
C -4.209 4.536 -0.259
C -4.072 3.232 -0.798
H -13.171 7.147 -2.719
H -11.446 7.559 -2.898
H -12.045 6.858 -1.369
H -9.787 6.527 -1.682
H -7.701 5.271 -1.394
H -9.344 1.963 -3.502
H -11.488 3.215 -3.810
H -5.754 0.761 -2.411
H -3.662 -0.466 -1.913
H -1.153 4.780 1.130
H -3.273 6.060 0.904
H -5.139 5.067 -0.399
N 2.842 0.311 8.131
C 2.550 -0.444 6.996
C 3.570 -0.951 6.198
C 3.274 -1.707 5.076
C 1.959 -1.969 4.733
C 0.937 -1.486 5.545
C 1.226 -0.730 6.662
S 1.569 -2.904 3.268
O 2.677 -2.649 2.369
O 1.308 -4.270 3.657
N 0.267 -2.165 2.736
C -0.974 -2.751 2.784
S -1.418 -4.147 3.722
C -3.046 -3.929 3.216
C -3.148 -2.877 2.376
N -1.985 -2.217 2.120
H 3.726 0.796 8.092
H 2.098 0.931 8.413
H 4.602 -0.742 6.450
H 4.071 -2.073 4.445
H -0.093 -1.665 5.278
H 0.421 -0.329 7.261
H -3.830 -4.594 3.523
H -4.051 -2.534 1.896
```

Values from the calculation:
highest occupied orbital energy = -0.16855 Ha
spin multiplicity = 1
charge = -1
frontier orbital gap = 6.6 eV
largest force on an atom = 0.025 hartree/bohr

***

Number 1: electronic energy -6235.44022 hartree. Number 2: electronic energy -4633.03641 hartree. Number 3: electronic energy -7556.31626 hartree. Number 4: electronic energy -3726.96957 hartree.